--- w ---
The following is a quantum chemistry calculation of C5H10NO2 as an isolated structure, from the OMol25 dataset.

Results
* total charge: -1
* multiplicity: 1
* E_HOMO: -2.50 eV
* HOMO-LUMO gap: 5.042 eV

CARTESIAN COORDINATES (ANGSTROEM)
C: -0.070 1.170 0.491
C: 0.078 -0.153 -0.277
C: 1.336 -0.828 0.268
C: 2.597 -0.009 0.094
O: 2.812 0.989 -0.718
N: -1.168 -0.892 -0.092
C: -2.488 -0.370 -0.550
O: -3.072 0.600 0.033
H: 0.776 1.953 0.104
H: 0.137 0.849 1.466
H: -1.016 1.614 0.467
H: 0.075 0.092 -1.425
H: 1.443 -1.884 -0.108
H: 3.488 -0.527 0.497
H: 1.810 0.189 1.155
H: -1.296 -1.228 0.881
H: -2.334 -0.186 -1.635
H: -3.110 -1.380 -0.652

Results of the Mulliken charge analysis, in e, for atoms 1 through 4: number 1, C, carries -1.55; number 2, C, carries 0.70; number 3, C, carries -0.82; number 4, C, carries -0.03

--- x ---
The following is a quantum chemistry calculation of C5H10NO2 as an isolated structure, from the OMol25 dataset.

Results
* total charge: -1
* multiplicity: 1
* E_HOMO: -3.78 eV
* HOMO-LUMO gap: 7.109 eV

CARTESIAN COORDINATES (ANGSTROEM)
O: -1.490 2.118 2.568
C: -0.429 2.067 1.909
O: 0.533 2.864 1.910
C: -0.292 0.783 1.042
C: 1.008 0.642 0.219
C: 1.241 -0.825 -0.167
C: 0.558 -1.180 -1.451
N: -0.242 -0.395 -2.015
H: -1.136 0.838 0.359
H: -0.347 -0.078 1.702
H: 1.877 1.022 0.752
H: 0.802 1.184 -0.701
H: 2.089 -1.361 0.214
H: 0.219 -1.356 -0.061
H: -2.101 -1.953 -0.723
H: 0.835 -2.112 -1.951
H: -2.607 -1.414 -0.719
H: -0.520 -0.844 -2.887

Results of the Mulliken charge analysis, in e, for atoms 1 through 4: number 1, O, carries -0.75; number 2, C, carries 0.42; number 3, O, carries -0.73; number 4, C, carries -0.51

--- y ---
The following is a quantum chemistry calculation of an isolated ion of composition C5H10NO2 and charge -1, from the OMol25 dataset.

Results
* total charge: -1
* multiplicity: 1
* E_HOMO: -2.75 eV
* HOMO-LUMO gap: 6.349 eV

CARTESIAN COORDINATES (ANGSTROEM)
N: 1.648 -0.640 0.410
C: 0.531 -0.324 -0.473
C: 0.427 -1.499 -1.532
O: 1.637 -1.950 -1.925
C: -0.783 -0.260 0.326
C: -0.868 0.885 1.320
C: -1.028 2.246 0.717
O: -1.619 3.164 1.234
H: 2.428 -0.015 0.198
H: 2.019 -1.508 0.001
H: 0.681 0.580 -1.068
H: -0.197 -1.088 -2.364
H: -0.159 -2.296 -1.001
H: -1.586 -0.188 -0.404
H: -0.885 -1.202 0.854
H: 0.019 0.986 1.960
H: -1.692 0.754 2.034
H: -0.576 2.353 -0.288

Results of the Mulliken charge analysis, in e, for atoms 1 through 4: number 1, N, carries -0.78; number 2, C, carries 0.35; number 3, C, carries -0.62; number 4, O, carries -0.91

--- z ---
The following is a quantum chemistry calculation of C5H10NO2 as an isolated structure, from the OMol25 dataset.

Results
* total charge: -1
* multiplicity: 1
* E_HOMO: -2.50 eV
* HOMO-LUMO gap: 5.955 eV

CARTESIAN COORDINATES (ANGSTROEM)
C: 0.022 -1.299 -0.138
C: -0.037 0.244 -0.129
C: -1.397 0.690 -0.549
C: -1.637 0.745 -1.906
O: -0.689 0.302 -2.826
N: 0.385 0.740 1.237
C: 1.589 0.049 1.851
O: 1.394 -1.107 2.481
H: -0.514 -1.659 0.732
H: 1.016 -1.717 -0.046
H: -0.425 -1.715 -1.061
H: 0.751 0.663 -0.755
H: -2.254 0.600 0.110
H: -0.379 1.104 -2.174
H: -2.568 1.211 -2.254
H: -0.372 0.525 1.885
H: 2.290 0.030 0.971
H: 2.005 0.839 2.505

Results of the Mulliken charge analysis, in e, for atoms 1 through 4: number 1, C, carries -1.08; number 2, C, carries 0.09; number 3, C, carries -0.44; number 4, C, carries -0.39

Least stable: w

--- w ---
The following is a quantum chemistry calculation of an isolated ion of composition C5H10NO2 and charge -1, from the OMol25 dataset.

Results
* total charge: -1
* multiplicity: 1
* E_HOMO: -3.70 eV
* HOMO-LUMO gap: 7.558 eV

CARTESIAN COORDINATES (ANGSTROEM)
C: -0.352 1.684 1.048
C: 0.350 0.724 0.088
N: 1.813 0.848 -0.064
C: -0.002 -0.655 0.547
C: -0.066 -1.590 -0.674
C: -1.350 -1.276 -1.498
O: -1.300 -1.428 -2.737
O: -2.340 -0.819 -0.862
H: 0.112 2.668 0.831
H: -1.432 1.637 0.747
H: -0.215 1.513 2.091
H: -0.088 0.934 -0.917
H: 2.137 1.740 0.323
H: 2.223 0.139 0.531
H: -0.874 -0.778 1.224
H: 0.737 -1.176 1.199
H: -0.176 -2.683 -0.530
H: 0.823 -1.482 -1.348

Results of the Mulliken charge analysis, in e, for atoms 1 through 4: number 1, C, carries -1.54; number 2, C, carries 0.59; number 3, N, carries -0.62; number 4, C, carries -0.78

--- x ---
The following is a quantum chemistry calculation of an isolated ion of composition C5H10NO2 and charge -1, from the OMol25 dataset.

Results
* total charge: -1
* multiplicity: 1
* E_HOMO: -2.92 eV
* HOMO-LUMO gap: 6.555 eV

CARTESIAN COORDINATES (ANGSTROEM)
C: -0.243 -1.318 -2.411
C: -0.837 0.039 -2.083
C: -1.510 0.074 -0.709
C: -0.630 -0.258 0.494
O: -1.134 -0.879 1.434
N: 0.623 0.198 0.486
C: 1.374 0.689 1.809
O: 2.229 1.642 1.522
H: 0.501 -1.625 -1.669
H: -1.025 -2.081 -2.339
H: 0.162 -1.361 -3.426
H: -0.088 0.828 -2.165
H: -1.553 0.302 -2.868
H: -2.360 -0.603 -0.715
H: -1.926 1.074 -0.560
H: 0.924 0.683 -0.350
H: 0.528 1.041 2.414
H: 1.793 -0.257 2.202

Results of the Mulliken charge analysis, in e, for atoms 1 through 4: number 1, C, carries -1.08; number 2, C, carries -0.62; number 3, C, carries -0.44; number 4, C, carries 0.38

Least stable: x

--- w ---
The following is a quantum chemistry calculation of an isolated molecule of C3H2N4O, from the OMol25 dataset.

Results
* multiplicity: 1
* E_HOMO: -10.15 eV
* HOMO-LUMO gap: 10.313 eV

CARTESIAN COORDINATES (ANGSTROEM)
C: 1.374 0.685 -0.026
N: 2.135 -0.367 -0.034
O: 1.275 -1.476 0.029
C: -0.014 -1.033 -0.096
N: -1.265 -1.537 -0.010
N: -2.108 -0.523 0.005
N: -1.403 0.660 -0.050
C: -0.053 0.333 -0.015
H: 1.764 1.665 0.071
H: -1.705 1.593 0.127

Results of the Mulliken charge analysis, in e, for atoms 1 through 4: number 1, C, carries -0.46; number 2, N, carries -0.31; number 3, O, carries -0.19; number 4, C, carries 0.45

--- x ---
The following is a quantum chemistry calculation of an isolated molecule of C3H2N4O, from the OMol25 dataset.

Results
* multiplicity: 1
* E_HOMO: -10.13 eV
* HOMO-LUMO gap: 8.581 eV

CARTESIAN COORDINATES (ANGSTROEM)
O: 1.030 -0.574 -1.842
C: 0.463 -0.379 -0.718
C: -0.856 -1.073 -0.293
N: -1.468 -1.022 0.879
N: -0.884 0.257 1.604
N: 0.401 0.105 1.620
N: 0.767 1.446 0.965
C: 0.781 1.182 -0.352
H: -1.274 -1.941 -0.864
H: 1.038 1.998 -1.000

Results of the Mulliken charge analysis, in e, for atoms 1 through 4: number 1, O, carries -0.50; number 2, C, carries 0.41; number 3, C, carries -0.07; number 4, N, carries -0.27

Least stable: x

--- w ---
The following is a quantum chemistry calculation of a 2-piece molecular cluster, C3H5N7 overall, from the OMol25 dataset.

Results
* multiplicity: 1
* E_HOMO: -10.26 eV
* HOMO-LUMO gap: 10.170 eV

CARTESIAN COORDINATES (ANGSTROEM)
C: 2.559 -0.392 0.671
C: 1.407 -0.049 1.269
N: 0.419 -0.419 0.345
C: -0.906 -0.206 0.293
N: -1.783 0.488 1.078
N: -2.939 0.514 0.501
N: -2.889 -0.061 -0.606
N: -1.635 -0.513 -0.758
N: 1.026 -0.892 -0.791
N: 2.281 -0.892 -0.574
H: 3.545 -0.425 0.964
H: 1.291 0.425 2.207
H: -1.327 -1.114 -1.509
H: -0.397 1.879 -1.879
H: -0.652 1.656 -1.211

Results of the Mulliken charge analysis, in e, for atoms 1 through 4: number 1, C, carries -0.60; number 2, C, carries -0.04; number 3, N, carries 0.47; number 4, C, carries 0.44

--- x ---
The following is a quantum chemistry calculation of a 2-piece molecular cluster, C3H5N7 overall, from the OMol25 dataset.

Results
* multiplicity: 1
* E_HOMO: -8.57 eV
* HOMO-LUMO gap: 8.530 eV

CARTESIAN COORDINATES (ANGSTROEM)
C: 2.668 -0.121 -0.436
C: 1.550 0.713 -0.328
C: -0.775 0.046 0.308
N: 2.300 -1.357 -0.258
N: 1.074 -1.396 -0.020
N: -2.878 -0.697 0.034
N: -2.853 0.328 -0.639
N: 0.544 -0.132 -0.034
N: -1.707 -0.977 0.575
N: -1.577 0.858 -0.537
H: 3.585 -0.101 -0.781
H: 1.507 1.745 -0.369
H: -0.305 0.841 1.838
H: -1.640 -1.602 1.346
H: -1.493 1.852 -0.698

Results of the Mulliken charge analysis, in e, for atoms 1 through 4: number 1, C, carries -0.56; number 2, C, carries -0.07; number 3, C, carries -0.38; number 4, N, carries -0.52

Least stable: x

--- w ---
The following is a quantum chemistry calculation of C2H6N4O2 as an isolated structure, from the OMol25 dataset.

Results
* multiplicity: 1
* E_HOMO: -9.13 eV
* HOMO-LUMO gap: 9.720 eV

CARTESIAN COORDINATES (ANGSTROEM)
C: 0.295 -0.466 0.286
C: -2.006 0.257 0.056
H: 2.727 -0.455 2.210
H: 2.246 1.348 1.811
H: 2.649 0.281 -0.519
H: -0.640 -1.970 -0.787
H: -2.858 -0.470 0.665
H: -1.950 0.888 -2.753
N: 1.888 0.395 1.766
N: 1.604 0.359 0.217
N: 0.347 -1.544 -0.400
N: -2.313 0.386 -1.161
O: -0.652 0.381 0.682
O: -1.338 0.610 -2.073

Results of the Mulliken charge analysis, in e, for atoms 1 through 4: number 1, C, carries 0.54; number 2, C, carries -0.07; number 3, H, carries 0.28; number 4, H, carries 0.23

--- x ---
The following is a quantum chemistry calculation of an isolated molecule of C2H6N4O2, from the OMol25 dataset.

Results
* multiplicity: 1
* E_HOMO: -9.64 eV
* HOMO-LUMO gap: 10.087 eV

CARTESIAN COORDINATES (ANGSTROEM)
H: -0.442 -2.177 -1.101
N: 0.322 -2.086 -0.329
C: 0.012 -1.113 0.464
N: 0.666 -0.933 1.794
N: -1.236 -0.380 0.359
O: -1.365 0.323 -0.920
C: -0.113 0.791 -1.334
N: 0.913 1.410 -0.887
O: 0.577 1.812 0.498
H: 1.052 0.022 1.907
H: 1.509 -1.671 1.792
H: -1.556 0.339 1.218
H: 0.044 0.274 -2.367
H: 1.652 1.991 0.589

Results of the Mulliken charge analysis, in e, for atoms 1 through 4: number 1, H, carries 0.29; number 2, N, carries -0.65; number 3, C, carries 0.46; number 4, N, carries -0.60

Least stable: w

--- w ---
The following is a quantum chemistry calculation of an isolated molecule of C2H6N4O2, from the OMol25 dataset.

Results
* multiplicity: 1
* E_HOMO: -9.54 eV
* HOMO-LUMO gap: 9.753 eV

CARTESIAN COORDINATES (ANGSTROEM)
N: 0.901 1.326 -0.344
N: 1.474 0.077 0.015
C: 0.837 -1.107 0.005
O: 1.354 -2.073 0.461
N: -0.485 -1.193 -0.501
C: -1.647 -0.425 0.008
N: -1.330 0.592 0.827
O: -2.808 -0.758 -0.233
H: 0.644 1.166 -1.410
H: 1.716 2.020 -0.319
H: 2.600 0.151 0.367
H: -0.744 -2.243 -0.596
H: -2.037 1.322 1.011
H: -0.476 1.146 0.711

Results of the Mulliken charge analysis, in e, for atoms 1 through 4: number 1, N, carries -0.65; number 2, N, carries -0.15; number 3, C, carries 0.47; number 4, O, carries -0.61

--- x ---
The following is a quantum chemistry calculation of an isolated molecule of C2H6N4O2, from the OMol25 dataset.

Results
* multiplicity: 1
* E_HOMO: -9.23 eV
* HOMO-LUMO gap: 9.420 eV

CARTESIAN COORDINATES (ANGSTROEM)
H: 1.743 1.066 -1.522
N: 2.037 0.414 -0.752
C: 1.179 0.156 0.132
N: 1.573 -0.310 1.287
N: -0.119 0.546 0.160
O: -0.463 0.894 -1.062
C: -1.064 -0.513 0.429
N: -2.146 -0.475 -0.532
O: -1.097 -1.029 1.545
H: 2.536 -0.337 1.579
H: 1.032 -0.959 1.791
H: -0.592 1.983 -1.323
H: -1.739 -0.522 -1.667
H: -2.881 -0.914 -0.067

Results of the Mulliken charge analysis, in e, for atoms 1 through 4: number 1, H, carries 0.25; number 2, N, carries -0.76; number 3, C, carries 0.50; number 4, N, carries -0.34

Least stable: x